Molecular formula: C7H21BO7PS
Method: DFT, ωB97M-V/def2-TZVPD

Its frontier orbital gap is 5.0 eV. As for the spin multiplicity: 1. The net charge is -1. The calculation puts the highest occupied orbital energy at -4.60 eV.

XYZ file:
```
38
C7H21BO7PS ωB97M-V/def2-TZVPD
B -4.992 2.940 0.393
C -4.567 2.416 -1.131
C -3.042 2.251 -1.340
C -2.522 0.826 -1.039
C -1.038 0.742 -0.572
S 0.086 1.928 -1.333
O 1.410 1.368 -1.258
O -0.255 2.284 -2.678
O 0.112 3.249 -0.414
H -5.633 2.125 1.029
H -4.008 3.337 0.999
H -5.719 3.921 0.271
H -5.138 1.525 -1.459
H -4.874 3.225 -1.823
H -2.808 2.479 -2.395
H -2.472 2.984 -0.745
H -2.599 0.203 -1.945
H -3.137 0.325 -0.276
H -0.942 0.850 0.518
H -0.652 -0.251 -0.836
H -0.430 3.942 -0.829
C 4.229 -4.676 2.253
O 3.159 -3.740 2.188
P 2.749 -3.100 0.693
O 4.129 -2.995 0.101
O 2.247 -1.725 1.389
C 3.098 -1.045 2.306
O 1.842 -2.801 -0.660
C 2.056 -1.554 -1.332
H 4.182 -5.163 3.228
H 4.140 -5.432 1.474
H 5.183 -4.158 2.170
H 4.151 -1.200 2.067
H 2.892 -1.381 3.321
H 2.877 0.019 2.238
H 3.114 -1.330 -1.451
H 1.566 -0.749 -0.799
H 1.606 -1.639 -2.321
```

Mulliken population analysis, charges in e, atoms 1 to 6: B 0.04; C -1.07; C -0.10; C -0.66; C -0.39; S 1.25

Molecular formula: C7H21N4O2
Method: DFT, ωB97M-V/def2-TZVPD

Its frontier orbital gap (alpha / beta) is 9.1 / 9.1 eV. For the energy above the lowest of the compared OMol25 structures with the same formula, charge and spin, the calculation gives 0.0 kJ/mol. As for the spin multiplicity: 1. The net charge is +1. The calculation puts the highest occupied orbital energy (alpha / beta) at -12.22 / -12.22 eV.

XYZ file:
```
34
C7H21N4O2 ωB97M-V/def2-TZVPD
C -0.634 3.823 -2.241
C 2.720 -2.191 -0.723
C 0.167 2.748 -1.522
C -1.414 -1.247 0.520
C -2.207 -2.208 1.449
C 2.441 -0.837 -1.309
C -0.593 2.127 -0.436
N 0.347 -0.841 2.100
N 0.063 -1.254 0.754
N 0.574 0.263 -0.463
N -1.775 -1.825 2.864
O 1.933 0.158 -0.419
O 0.277 1.364 0.298
H -1.045 4.625 -1.715
H -0.195 4.160 -3.101
H -1.478 3.349 -2.735
H 3.134 -2.723 -1.571
H 3.568 -2.252 -0.030
H 1.869 -2.783 -0.334
H 1.049 3.188 -1.012
H 0.430 1.995 -2.306
H -1.620 -1.436 -0.545
H -1.736 -0.308 0.623
H -1.964 -3.333 1.181
H -3.341 -1.929 1.356
H 1.842 -0.928 -2.187
H 3.254 -0.352 -1.679
H -0.925 2.881 0.249
H -1.407 1.528 -0.724
H 1.342 -0.957 2.315
H 0.252 0.249 2.159
H -0.660 -1.376 2.597
H -1.842 -2.678 3.388
H -2.427 -1.002 3.200
```

Mulliken population analysis, charges in e, atoms 1 to 6: C -1.60; C -1.06; C -0.06; C -0.76; C -0.60; C -0.37